No. 1
19
Properties=species:S:1:pos:R:3:forces:R:3 method="wB97M-V/def2-TZVPD" spin_multiplicity=1 e_homo_ev=-10.012 total_charge=0 smiles=FC(F)(F)C1(C(F)(F)F)c2ccccc21 e_tot_ha=-944.4642 de_lowest_kcal_mol=0.0 mol_weight_g_mol=226.12
F -0.7276 -2.0843 -2.5810 0.3 -0.6 -0.4
C -0.9189 -0.9534 -1.9137 -2.2 -2.2 2.0
F -2.2477 -1.0642 -1.4368 1.6 0.6 -0.5
F -0.8671 0.0157 -2.7590 0.1 1.5 -0.7
C 0.0407 -0.8635 -0.7273 0.6 1.3 0.3
C 1.1686 -1.9056 -0.6880 0.1 0.0 -0.2
F 1.9633 -1.6349 0.3260 1.1 0.8 0.3
F 0.7027 -3.1321 -0.3445 0.0 0.2 -1.6
F 1.9401 -1.8854 -1.8557 -1.4 -0.6 1.7
C 0.3541 0.5547 -0.2398 -0.9 -3.0 0.8
C 0.6858 1.8426 -0.0581 -0.5 0.6 2.8
C 0.2520 2.3372 1.2301 0.0 1.8 0.0
C -0.5037 1.5489 2.1003 0.2 -2.1 -1.1
C -0.8425 0.1911 1.8460 1.0 1.0 -2.2
C -0.3291 -0.2511 0.6219 -0.5 0.9 -0.6
H 1.3328 2.3552 -0.6860 0.7 1.3 -1.1
H 0.4239 3.4422 1.5644 -0.1 -2.2 -0.9
H -0.9120 1.7192 3.0560 0.0 1.8 1.0
H -1.5155 -0.2322 2.5453 -0.3 -1.1 0.3

No. 2
65
Properties=species:S:1:pos:R:3:forces:R:3 method="wB97M-V/def2-TZVPD" spin_multiplicity=1 e_homo_ev="-4.375 / -3.098" total_charge=0 e_tot_ha=-2251.0738 de_lowest_kcal_mol=53.8 mol_weight_g_mol=543.16
P -0.6610 -2.5440 0.5174 1.0 1.2 -0.9
P -2.2655 1.9780 0.0439 1.4 -0.2 1.4
C -1.7863 -1.0284 0.5834 -0.8 0.3 0.7
C -2.0159 0.1164 -0.4888 -0.1 0.3 -1.1
H -1.4950 -0.5897 1.5601 0.1 -0.1 -0.5
H -2.7665 -1.5310 0.8118 0.6 0.4 -0.3
H -1.2572 0.1641 -1.3057 -0.2 -0.6 0.6
H -2.9645 -0.0743 -1.0245 0.4 -0.2 0.2
C -3.3169 2.8590 -1.2473 0.0 -0.5 -0.1
H -4.1583 3.4233 -0.8039 0.5 -0.5 0.2
H -3.7445 2.1386 -1.9488 0.1 0.2 -0.2
H -2.6976 3.6091 -1.7476 -0.2 -0.3 -0.3
C -0.5658 2.8687 -0.3080 -1.1 1.1 -0.6
H -1.0579 3.5970 -0.9677 0.9 0.6 0.4
H 0.2520 2.5282 -1.0092 -1.3 0.1 0.9
H -0.1181 3.3726 0.5892 -0.7 -0.7 -0.9
C -1.0963 -3.8497 -0.6632 -0.4 0.0 -0.8
H -0.9993 -4.8539 -0.2273 0.1 0.3 0.0
H -0.4152 -3.7622 -1.5428 -0.5 0.0 0.7
H -2.1063 -3.7375 -1.0614 0.0 -0.1 0.2
C 1.0856 -2.4036 0.1147 1.0 0.2 -0.4
H 1.4660 -1.5510 -0.4890 -0.1 -0.5 0.2
H 1.2641 -3.1650 -0.6562 0.1 -0.1 0.4
H 1.7871 -2.5545 0.9510 -0.5 0.1 -0.1
Sr 1.5045 0.6598 -0.8053 0.0 0.2 0.8
C 1.6279 1.9260 -3.1535 -1.3 0.8 -0.7
C 0.2598 2.0779 -3.1838 0.5 1.3 -0.7
C -0.7130 1.1528 -3.8061 -0.6 -1.5 -1.0
C -0.2237 -0.3299 -3.9474 -0.9 0.2 0.0
C 0.6515 -0.8103 -2.8223 -1.7 -0.2 0.0
C 2.0325 -0.9607 -2.8567 2.0 -0.9 0.8
C 2.8976 -0.1517 -3.7946 0.9 0.3 -0.1
C 2.3305 1.2047 -4.2404 0.4 -0.9 -0.4
C -0.6970 -3.1569 2.2122 -0.6 -0.5 0.8
H 2.2721 2.5251 -2.4973 -0.2 0.6 -0.3
H -0.2379 3.0317 -2.9970 0.4 -0.1 0.9
H -1.1619 1.4629 -4.7871 0.6 0.2 0.6
H -1.6058 1.0950 -3.1572 0.2 0.3 0.1
H -1.1200 -0.9675 -3.8920 -0.1 0.3 -0.2
H 0.1418 -0.5053 -4.9730 0.4 0.0 0.4
H 0.1139 -1.5330 -2.1922 0.2 -0.2 -0.3
H 2.4429 -1.9863 -2.7051 -0.1 0.4 0.0
H 3.0761 -0.7314 -4.6978 0.3 -0.1 -0.3
H 3.8998 0.0576 -3.3652 -0.2 -0.3 0.0
H 3.1173 1.8673 -4.6716 -0.2 -0.5 0.5
H 1.6570 1.0166 -5.0804 -0.2 0.2 0.2
H 0.2945 -3.4161 2.6324 -0.4 0.2 -0.6
H -1.3333 -4.0661 2.2212 0.3 0.6 0.3
H -1.1213 -2.3825 2.8729 0.0 -0.4 -0.2
O 3.6520 1.5036 4.1807 -0.5 0.1 0.1
S 2.7422 0.4593 3.7912 0.7 0.2 -0.7
O 3.3145 -0.8634 3.7851 -0.4 -0.2 -0.1
N 2.0217 0.8161 2.3483 -0.8 -0.2 0.4
C 0.6781 0.9457 2.4734 1.2 0.2 -0.6
O -0.0264 1.3025 1.4943 0.5 -1.4 1.3
C 0.1926 0.6478 3.8800 -1.0 0.1 0.5
C -1.0992 0.5852 4.4281 -0.6 0.2 -0.9
C -1.3340 0.3192 5.7829 0.9 0.3 -0.3
C -0.2206 0.2062 6.6395 0.0 -0.2 -1.0
C 1.0776 0.2724 6.1124 0.2 0.1 0.1
C 1.2401 0.4541 4.7350 0.5 -0.1 1.1
H -1.9274 0.7729 3.7359 0.1 -0.1 0.3
H -2.3544 0.2568 6.1770 0.5 0.0 -0.2
H -0.3962 0.0143 7.6832 0.2 0.1 0.3
H 1.9666 0.2175 6.7607 -0.6 -0.1 -0.4

No. 3
14
Properties=species:S:1:pos:R:3:forces:R:3 method="wB97M-V/def2-TZVPD" spin_multiplicity=1 e_homo_ev=-19.970 total_charge=+2 smiles="NC(=[NH2+])NC(=[NH2+])Br" e_tot_ha=-2872.7797 de_lowest_kcal_mol=27.9 mol_weight_g_mol=167.01
N 1.7830 0.6969 -0.0363 1.0 1.4 -0.1
C 0.5250 0.8790 -0.0197 -4.7 -3.6 -0.1
N -0.2019 1.9581 0.0515 2.0 1.4 0.8
N -0.1838 -0.3769 -0.0072 -4.0 -1.3 -0.2
C -1.5531 -0.8139 0.0902 0.3 1.5 -1.0
N -1.8477 -2.1178 0.0065 0.6 4.1 0.7
Br -3.0448 0.4229 -0.0162 1.4 -1.2 0.6
H 2.1802 -0.2261 -0.1474 0.5 0.3 0.2
H 2.2580 1.5687 -0.1927 1.4 -0.2 -0.1
H 0.2888 2.7560 0.4352 -0.1 0.5 -0.3
H -1.1386 2.1486 -0.2456 -0.5 -0.6 -0.1
H 0.2405 -1.2589 -0.2021 1.9 0.0 -0.1
H -1.1430 -2.7125 -0.3741 0.0 -1.3 0.2
H -2.7790 -2.3445 0.3419 0.0 -0.8 -0.5

No. 4
20
Properties=species:S:1:pos:R:3:forces:R:3 method="wB97M-V/def2-TZVPD" spin_multiplicity=1 e_homo_ev=-8.847 total_charge=0 smiles=CCCCNCO e_tot_ha=-328.2497 de_lowest_kcal_mol=43.4 mol_weight_g_mol=103.16
C -1.5530 1.5826 -1.2774 1.1 0.8 0.4
C -0.0346 1.3979 -1.4538 0.7 -0.4 0.3
C 0.5436 -0.0372 -1.1434 -0.5 1.3 0.0
C -0.2335 -0.7765 0.0227 0.5 -0.6 -3.1
N 0.5951 -1.5950 0.8579 0.1 0.4 0.9
C 0.5878 -1.3943 2.2412 -2.6 -0.2 1.8
O 1.4049 -0.3808 2.8276 0.5 0.0 -0.4
H -1.7536 1.5211 -0.1871 -0.2 0.5 -0.7
H -2.1839 0.8434 -1.7378 -0.1 -0.3 -0.5
H -1.7475 2.5900 -1.6987 -0.5 -0.6 0.5
H 0.3487 1.6713 -2.4364 -0.5 -0.2 -0.5
H 0.4542 2.1862 -0.8733 -0.1 -0.3 0.6
H 1.6708 0.0858 -1.0405 -1.4 -0.6 0.1
H 0.2849 -0.5659 -2.0624 0.6 -0.4 0.0
H -0.8589 -0.0496 0.4977 0.2 0.1 1.2
H -0.9817 -1.3990 -0.5478 0.5 0.2 0.7
H 1.2623 -2.2320 0.4698 0.0 0.1 -0.3
H -0.4645 -1.0893 2.5096 0.8 0.0 -0.3
H 0.6447 -2.3086 2.8750 0.8 0.2 -0.8
H 2.0142 -0.0499 2.1569 -0.1 -0.1 0.0

No. 5
115
Properties=species:S:1:pos:R:3:forces:R:3 method="wB97M-V/def2-TZVPD" spin_multiplicity=1 e_homo_ev=-7.454 total_charge=0 e_tot_ha=-7723.7469 de_lowest_kcal_mol=32.3 mol_weight_g_mol=1149.97
Ba -0.2396 -0.7120 0.0613 -0.5 -0.2 0.3
C 1.2889 3.8332 3.3155 0.0 0.0 0.0
C -0.0697 3.6935 3.5781 0.0 0.0 0.0
C -0.9060 3.1246 2.6331 0.0 0.0 0.0
C -0.3602 2.6797 1.4344 0.0 0.0 0.0
C 1.0001 2.7925 1.1715 0.0 0.0 0.0
C 1.8230 3.3906 2.1114 0.0 0.0 0.0
N -1.1309 1.9785 0.4669 0.0 0.0 -0.1
N -2.3176 2.3059 0.3764 0.0 0.1 0.1
C -3.0718 1.5252 -0.5548 0.0 -0.1 0.0
C -4.4299 1.7895 -0.5876 0.0 0.0 0.0
C -5.2233 1.0410 -1.4399 0.0 0.0 0.0
C -4.6245 0.0736 -2.2289 0.0 0.0 0.0
C -3.2520 -0.1031 -2.1286 0.0 0.0 0.0
N -2.4795 0.6047 -1.3123 0.0 0.0 0.0
H 1.9357 4.2783 4.0614 0.0 0.0 0.0
H -0.4740 4.0105 4.5306 0.0 0.0 0.0
H -1.9592 2.9754 2.8271 0.0 0.0 0.0
H 1.3995 2.4150 0.2365 0.0 0.0 0.0
H 2.8822 3.4864 1.9106 0.0 0.0 0.0
H -4.8331 2.5498 0.0655 0.0 0.0 0.0
H -6.2916 1.2073 -1.4837 0.0 0.0 0.0
H -5.2013 -0.5428 -2.9037 0.0 0.0 0.0
H -2.7532 -0.8610 -2.7266 0.0 0.0 0.0
O 1.5912 0.5120 -1.4338 0.1 0.2 0.0
S 2.8221 -0.1021 -0.9126 0.0 0.0 -0.2
O 3.8687 0.8389 -0.6262 0.0 0.0 0.0
O 2.4936 -1.0227 0.1742 0.0 -0.1 0.0
C 3.4418 -1.1106 -2.2794 0.0 0.1 0.0
C 4.8047 -0.9850 -2.5067 0.0 0.0 0.0
C 5.4414 -1.6897 -3.5188 0.0 0.0 0.0
C 4.7137 -2.5401 -4.3279 0.0 0.0 0.0
C 3.3495 -2.6771 -4.1203 0.0 0.0 0.0
C 2.7041 -1.9669 -3.1150 0.0 -0.1 0.0
S 0.9514 -2.3000 -3.0192 0.2 0.2 0.1
O 0.6026 -2.5953 -1.6514 0.0 -0.1 0.0
O 0.6361 -3.2813 -4.0122 0.0 0.0 -0.1
O 0.2698 -0.9653 -3.3585 -0.1 0.0 -0.1
H 5.3617 -0.3112 -1.8717 0.0 0.0 0.0
H 6.5068 -1.5693 -3.6644 0.0 0.0 0.0
H 5.1944 -3.1016 -5.1176 0.0 0.0 0.0
H 2.7698 -3.3480 -4.7368 0.0 0.0 0.0
C -2.1126 0.9761 7.0236 0.0 0.0 0.0
C -0.7392 0.8896 7.2035 0.0 0.0 0.0
C 0.0786 0.4869 6.1551 0.0 0.0 0.0
C -0.4801 0.1769 4.9210 0.0 0.0 0.0
C -1.8572 0.2715 4.7359 0.0 0.0 0.0
C -2.6703 0.6617 5.7914 0.0 0.0 0.0
As 0.5884 -0.3355 3.3780 0.0 0.0 0.0
C 2.3726 -0.4838 4.1052 0.0 0.0 0.0
C 3.2457 0.5500 4.4041 0.0 0.0 0.0
C 4.5239 0.2578 4.8606 0.0 0.0 0.0
C 4.9267 -1.0652 4.9957 0.0 0.0 0.0
C 4.0602 -2.1010 4.6829 0.0 0.0 0.0
C 2.7730 -1.8180 4.2390 0.0 0.0 0.0
C 1.7463 -2.8160 3.8779 0.0 0.0 0.0
C 1.9001 -4.1966 3.9185 0.0 0.0 0.0
C 0.8414 -5.0190 3.5601 0.0 0.0 0.0
C -0.3733 -4.4759 3.1617 0.0 0.0 0.0
C -0.5400 -3.0960 3.1103 0.0 0.0 0.0
C 0.5206 -2.2770 3.4703 0.0 0.0 0.0
H -2.7478 1.2860 7.8439 0.0 0.0 0.0
H -0.3007 1.1305 8.1640 0.0 0.0 0.0
H 1.1489 0.4127 6.3046 0.0 0.0 0.0
H -2.2994 0.0343 3.7723 0.0 0.0 0.0
H -3.7421 0.7217 5.6447 0.0 0.0 0.0
H 2.9337 1.5793 4.2796 0.0 0.0 0.0
H 5.2097 1.0598 5.1015 0.0 0.0 0.0
H 5.9269 -1.2901 5.3434 0.0 0.0 0.0
H 4.3907 -3.1268 4.7867 0.0 0.0 0.0
H 2.8403 -4.6363 4.2273 0.0 0.0 0.0
H 0.9648 -6.0940 3.5933 0.0 0.0 0.0
H -1.1946 -5.1261 2.8889 0.0 0.0 0.0
H -1.4881 -2.6669 2.7994 0.0 0.0 0.0
C 2.0403 3.3635 -3.1397 0.0 0.0 0.0
C 1.3314 2.3844 -4.0650 0.0 0.0 0.0
C -0.1359 2.1985 -3.7021 0.0 0.0 -0.1
C -0.9349 1.3689 -4.7134 0.1 0.0 0.1
Ge -0.2653 -0.4244 -5.0788 0.0 0.0 0.0
C 1.2678 -0.7508 -6.2348 0.0 0.0 0.0
C 1.0917 -0.2376 -7.6718 0.0 0.0 0.0
C 1.3648 1.2533 -7.8633 0.0 0.0 0.0
C 2.8148 1.6434 -7.5993 0.0 0.0 0.0
H 3.0920 3.4742 -3.4074 0.0 0.0 0.0
H 1.9959 3.0143 -2.1089 0.0 0.0 0.0
H 1.5748 4.3507 -3.1941 0.0 0.0 0.0
H 1.8404 1.4140 -4.0200 0.0 0.0 0.0
H 1.4091 2.7362 -5.0987 0.0 0.0 -0.1
H -0.6088 3.1835 -3.6238 0.0 0.0 0.0
H -0.2005 1.7438 -2.7131 0.0 0.0 0.0
H -0.9871 1.8866 -5.6760 0.0 0.0 0.0
H -1.9660 1.2496 -4.3745 0.0 0.0 0.0
H -1.4039 -1.4008 -5.4116 0.0 0.0 0.0
H 1.3817 -1.8370 -6.2397 0.0 0.0 0.0
H 2.1662 -0.3425 -5.7700 0.0 0.0 0.0
H 0.0849 -0.4725 -8.0337 0.0 0.0 0.0
H 1.7727 -0.7939 -8.3229 0.0 0.0 0.0
H 0.7047 1.8416 -7.2212 0.0 0.0 0.0
H 1.1041 1.5209 -8.8901 0.0 0.0 0.0
H 3.0983 1.4887 -6.5577 0.0 0.0 0.0
H 2.9830 2.6968 -7.8261 0.0 0.0 0.0
H 3.4934 1.0555 -8.2214 0.0 0.0 0.0
C -2.7630 -0.9264 1.4670 0.4 -0.1 -0.1
C -3.8456 -1.0857 2.0214 -0.1 0.1 -0.1
C -5.1180 -1.2174 2.6707 0.0 0.0 0.1
C -6.3122 -1.0392 1.9645 0.0 0.0 0.0
C -7.5374 -1.1456 2.6025 0.0 0.0 0.0
C -7.5992 -1.4323 3.9598 0.0 0.0 0.0
C -6.4215 -1.6142 4.6724 0.0 0.0 0.0
C -5.1944 -1.5091 4.0371 0.0 0.0 0.0
H -6.2600 -0.8184 0.9055 0.0 0.0 0.0
H -8.4508 -1.0054 2.0375 0.0 0.0 0.0
H -8.5569 -1.5158 4.4572 0.0 0.0 0.0
H -6.4585 -1.8409 5.7308 0.0 0.0 0.0
H -4.2752 -1.6501 4.5928 0.0 0.0 0.0

No. 6
21
Properties=species:S:1:pos:R:3:forces:R:3 method="wB97M-V/def2-TZVPD" spin_multiplicity=2 e_homo_ev="-13.753 / -14.517" s_squared=0.78 total_charge=+1 e_tot_ha=-403.2187 de_lowest_kcal_mol=15.8 mol_weight_g_mol=119.16
C 0.3689 -0.9022 -2.2058 0.3 0.6 0.1
N 0.7291 1.9420 -1.6209 -0.3 -0.3 -0.9
C 0.8079 1.0398 -0.6476 0.7 1.0 0.4
C 0.7498 -0.3275 -0.8586 -0.5 -2.2 -0.8
C 0.7843 -1.3135 0.1897 0.8 1.3 0.7
C 1.4517 -1.0595 1.3370 -0.6 0.1 1.2
H -0.7165 -0.7762 -2.3096 0.2 0.2 -0.5
H 0.5724 -1.9600 -2.3053 0.1 -0.2 0.4
H 0.9692 -0.4489 -3.0041 -0.6 0.2 -0.1
H 0.9338 1.6613 -2.5752 -0.5 -0.1 0.1
H 0.1836 2.7998 -1.5578 0.7 0.1 0.5
H 1.0105 1.4641 0.3340 -0.7 -0.2 0.1
H 0.3098 -2.2729 0.0562 0.1 -0.1 -0.3
H 1.8807 -0.1050 1.6157 0.2 0.1 -0.5
H 1.4784 -1.7268 2.1962 0.0 -0.4 -0.5
H -0.8158 0.8093 4.1466 -0.1 0.3 -0.4
H -0.9289 1.5322 2.7587 -0.4 -0.2 0.2
O -0.4382 1.5019 3.5836 0.4 -0.2 0.1
H -2.3613 -0.4666 0.1908 -0.1 0.3 0.0
H -3.6656 -1.1341 0.4314 -0.4 0.2 0.0
O -3.3040 -0.2573 0.2449 0.6 -0.5 0.0